[1]
48
Properties=species:S:1:pos:R:3:forces:R:3 method="wB97M-V/def2-TZVPD" gap_ev="5.214 / 5.473" multiplicity=5 homo_ha="-0.031 / -0.043" charge=-2 energy_ev=-221228.4557 largest_force_ev_per_a=0.95
Co 0.2016 0.8801 0.7173 0.4 -0.7 0.5
C -0.0947 5.6443 0.2280 0.1 -0.1 0.0
C 0.2952 4.1875 0.4325 -0.3 0.1 -0.1
S -0.8103 3.0131 -0.0707 0.1 0.2 0.0
C 1.5161 3.8613 1.0144 0.3 -0.2 0.1
C 2.4757 4.9380 1.4748 -0.1 0.1 -0.1
S 2.0346 2.2615 1.2824 0.1 0.4 0.0
H -1.0719 5.6955 -0.2446 0.0 0.0 0.0
H 0.6250 6.1674 -0.4114 0.0 0.0 0.0
H -0.1452 6.1822 1.1809 0.0 0.0 0.0
H 2.1415 5.9460 1.2175 0.1 -0.1 0.0
H 3.4584 4.7707 1.0299 0.0 0.0 0.0
H 2.6003 4.8800 2.5587 0.0 0.0 0.0
O 0.9433 0.2717 4.4043 -0.2 0.0 0.2
C 0.5664 -1.0552 4.6483 -0.1 0.0 0.1
C -0.4434 -1.7407 3.6957 0.0 0.2 0.0
C -0.9110 -2.9926 4.4693 -0.1 0.0 -0.1
O -1.7728 -2.7641 5.5956 0.1 -0.1 -0.2
C 0.2612 -2.2822 2.4375 0.2 0.0 -0.1
Se 1.8043 -1.2690 1.7319 -0.2 0.3 -0.1
C -1.6988 -0.9464 3.2988 0.2 0.1 0.0
Se -1.6593 0.7561 2.2769 -0.2 0.0 0.2
H 1.3649 0.2758 3.5265 0.0 0.0 -0.2
H 0.1638 -1.0497 5.6716 0.0 0.0 0.0
H 1.4483 -1.7121 4.6524 0.0 0.0 0.1
H -0.0172 -3.5424 4.7934 0.0 0.0 0.0
H -1.4743 -3.6382 3.7925 0.0 0.0 0.0
H -1.4823 -1.9515 6.0173 0.0 0.1 0.0
H -0.4572 -2.3524 1.6214 -0.1 -0.1 0.0
H 0.6337 -3.2906 2.6429 0.0 0.0 0.0
H -2.3013 -0.7289 4.1785 0.0 0.1 0.1
H -2.2868 -1.6091 2.6639 -0.1 -0.1 0.1
F -1.8219 -3.0597 -7.7550 0.1 0.0 -0.1
C -0.5659 -2.6874 -7.4282 0.0 0.0 0.1
F -0.1480 -1.8484 -8.4115 0.0 0.0 -0.1
F 0.2085 -3.7955 -7.5588 0.0 0.0 -0.1
C -0.4735 -2.0780 -6.0783 0.0 0.0 0.1
C -1.5931 -1.9262 -5.2700 0.0 0.0 0.1
C -1.4741 -1.3650 -4.0099 0.0 0.0 0.0
C -0.2292 -0.9413 -3.5115 0.0 0.1 0.0
C 0.8918 -1.1038 -4.3517 0.0 0.0 0.0
C 0.7710 -1.6627 -5.6079 0.0 0.0 0.0
C -0.1024 -0.3669 -2.2208 0.0 -0.1 0.0
C 0.0329 0.0837 -1.0891 -0.1 0.0 -0.8
H -2.5612 -2.2482 -5.6324 0.0 0.0 0.0
H -2.3447 -1.2410 -3.3798 0.0 0.0 0.0
H 1.8572 -0.7811 -3.9839 0.0 0.0 0.0
H 1.6448 -1.7849 -6.2395 0.0 0.0 0.1

=====

[2]
59
Properties=species:S:1:pos:R:3:forces:R:3 method="wB97M-V/def2-TZVPD" gap_ev=8.257 homo_ha=-0.421 charge=+1 energy_ev=-97617.5284 largest_force_ev_per_a=0.44
Zn -0.3854 0.9810 0.7617 -0.3 0.0 0.1
O 3.4176 2.9878 -0.9693 0.0 0.1 -0.1
C 2.3281 2.6397 -0.2959 -0.1 0.0 0.1
O 2.2935 1.7766 0.5469 0.0 -0.1 0.0
C 1.1208 3.4401 -0.6557 -0.1 -0.1 0.1
C 1.1725 4.5960 -1.4038 0.1 0.1 0.0
C -0.0006 5.3272 -1.5694 0.0 0.1 -0.1
C -1.1610 4.8854 -0.9680 -0.1 0.1 -0.1
C -1.1268 3.6925 -0.2605 0.1 -0.1 -0.1
N -0.0167 2.9779 -0.1239 0.3 -0.1 0.0
C -2.3429 3.1223 0.4281 -0.1 -0.2 0.1
O -3.3269 3.8157 0.5797 0.1 -0.1 0.0
O -2.1709 1.9042 0.8331 -0.2 0.0 0.0
H 4.1679 2.4724 -0.6438 0.1 -0.1 0.1
H 2.1140 4.9272 -1.8190 0.0 0.0 0.0
H 0.0052 6.2416 -2.1507 0.0 -0.1 0.0
H -2.0961 5.4271 -1.0328 0.1 0.0 0.0
C -4.4568 1.3807 4.0480 0.0 -0.1 -0.2
N -3.2796 1.0172 3.2677 -0.2 0.3 -0.3
C -2.6481 -0.1276 3.3857 0.1 -0.1 0.1
N -3.1179 -1.0338 4.2499 0.2 0.0 0.0
S -1.1988 -0.5463 2.5298 0.1 0.0 0.0
H -4.6922 2.4197 3.8406 0.0 0.0 0.0
H -4.2554 1.2761 5.1144 0.0 0.0 0.0
H -5.3273 0.7733 3.7835 0.0 0.0 0.0
H -3.0488 1.5540 2.4281 0.1 0.1 0.1
H -3.9827 -0.9028 4.7442 0.0 0.0 0.0
H -2.6289 -1.9045 4.3500 0.0 0.0 0.1
C -0.4788 -3.7693 0.4241 0.1 -0.1 0.1
C 0.8956 -3.1001 0.4334 -0.1 0.3 0.2
C 1.4702 -2.9692 1.8489 0.0 -0.1 -0.1
Sb 0.8011 -1.1643 -0.5401 -0.2 0.0 -0.1
C -0.6024 -1.4940 -2.1573 0.3 0.1 0.0
C -0.8179 -0.1630 -2.8839 0.0 -0.1 0.0
C -0.2374 -2.6192 -3.1219 -0.1 0.0 0.0
C 2.7922 -1.1052 -1.4146 -0.2 0.0 0.1
C 3.0616 -2.2953 -2.3338 0.0 0.0 0.0
C 3.8279 -1.0347 -0.2874 0.0 -0.1 -0.1
H -0.4212 -4.7132 0.9778 0.0 0.1 -0.1
H -0.8258 -4.0000 -0.5842 0.0 0.0 0.0
H -1.2257 -3.1451 0.9207 0.0 0.0 0.0
H 1.5954 -3.6672 -0.1834 0.0 0.0 0.0
H 0.7918 -2.4245 2.5028 0.0 0.0 0.0
H 2.4372 -2.4613 1.8647 -0.1 0.0 0.0
H 1.6137 -3.9658 2.2789 0.0 0.1 0.0
H -1.5121 -1.7613 -1.6155 0.0 0.0 0.0
H 0.0769 0.1258 -3.4433 0.0 0.0 0.0
H -1.0611 0.6506 -2.1950 0.0 0.0 0.0
H -1.6438 -0.2410 -3.5966 0.1 0.0 0.0
H 0.5539 -2.3094 -3.8061 -0.1 0.0 0.0
H -1.1076 -2.8806 -3.7326 0.1 0.0 0.0
H 0.0909 -3.5269 -2.6110 0.0 0.0 0.0
H 2.8012 -0.1859 -2.0042 0.1 0.1 0.0
H 2.8128 -3.2498 -1.8624 0.1 0.1 0.0
H 4.1281 -2.3261 -2.5773 0.0 0.0 0.0
H 2.5131 -2.2290 -3.2721 0.1 0.0 0.1
H 3.8889 -1.9934 0.2358 0.0 0.1 -0.1
H 3.6065 -0.2623 0.4475 0.0 0.0 0.0
H 4.8191 -0.8401 -0.7104 -0.1 0.0 0.0

=====

[3]
16
Properties=species:S:1:pos:R:3:forces:R:3 method="wB97M-V/def2-TZVPD" relative_energy_kcal_mol=79.9 gap_ev=10.343 homo_ha=-0.555 charge=+1 smiles="C=NC(=[NH2+])[C@@H](C)O" energy_ev=-9312.5520 largest_force_ev_per_a=6.70
C -2.2614 -0.9793 0.2337 -0.7 0.0 3.1
N -1.4148 -0.0218 0.3810 -2.2 -2.9 -0.1
C -0.4586 0.6219 -0.1811 1.3 1.3 -0.6
N -0.5244 1.9438 -0.2514 -0.1 0.1 0.1
C 0.9336 -0.2797 -0.6402 -3.1 1.6 5.7
C 1.9847 -0.0042 0.4743 -0.4 -2.5 -4.7
O 0.4334 -1.5073 -0.7601 0.0 -2.5 -1.1
H -2.7886 -1.5469 1.1405 1.8 1.7 -1.2
H -2.7838 -1.3782 -0.6092 0.5 0.5 -1.6
H 0.2679 2.5132 -0.3838 1.4 0.1 -0.7
H -1.2637 2.5640 0.0550 -0.6 -0.9 0.2
H 1.1448 0.0150 -1.5769 1.2 1.5 -3.2
H 1.6839 -0.2379 1.3934 -1.7 -1.5 3.7
H 2.7412 -0.7153 0.1624 0.9 0.4 0.3
H 2.2463 0.9730 0.5641 1.3 2.9 -0.5
H 0.0595 -1.9602 -0.0017 0.5 0.3 0.6

=====

[4]
19
Properties=species:S:1:pos:R:3:forces:R:3 method="wB97M-V/def2-TZVPD" relative_energy_kcal_mol=169.5 gap_ev=8.287 homo_ha=-0.321 energy_ev=-28516.6587 largest_force_ev_per_a=5.04
C 2.9968 -0.6224 0.7794 1.0 -0.3 0.0
C 1.7565 0.1199 0.1563 1.6 -1.0 -2.0
C 2.0463 0.6501 -1.3308 -0.3 -2.5 1.1
C -1.1889 -0.1690 0.1417 0.2 -2.7 -0.8
C -0.9557 0.9921 0.9684 1.6 0.5 1.9
H 2.6264 -2.0612 0.4449 2.0 4.3 1.1
H 4.0075 0.0915 -0.0033 -2.6 -3.1 2.9
H 3.3025 -0.4831 2.2545 -1.2 -0.5 -4.9
H 1.2272 0.8072 0.6986 0.2 2.5 1.5
H 2.0129 -0.3539 -1.9295 0.8 2.0 0.6
H 3.0657 1.1538 -1.3029 -1.7 -0.1 -0.7
H 1.0681 1.1167 -1.6049 1.5 0.6 -0.1
H -0.0232 0.5931 1.6590 -2.4 2.0 -1.2
H -1.8214 0.9918 1.6363 0.0 1.2 0.0
H -0.6832 3.0714 0.3006 0.1 -1.2 0.4
H -1.3131 2.0390 -0.7173 -1.6 -0.3 -1.7
N -0.6510 2.0821 -0.0123 1.2 0.8 2.7
S 0.4231 -1.0012 -0.1145 -2.9 -2.4 -0.7
S -2.7258 -0.7091 -0.2380 2.2 0.4 0.1